Entry 1:
{"formula": "C32H49AsBrF4N2PPdSSi3", "method": "ωB97M-V/def2-TZVPD", "multiplicity": 3, "max_force_ev_per_a": 0.139, "e_above_lowest_kj_mol": 0.0, "s2": 2.009, "lumo_energy_ev": [-4.720, -7.523], "total_charge": 2, "e_tot_ha": -8303.0496, "elements": ["Pd", "F", "C", "C", "F", "C", "F", "C", "P", "C", "C", "C", "C", "C", "C", "C", "C", "C", "C", "C", "C", "C", "Br", "C", "F", "H", "H", "H", "H", "H", "H", "H", "H", "H", "H", "C", "N", "C", "C", "S", "N", "C", "C", "H", "H", "H", "H", "H", "H", "H", "H", "H", "H", "H", "H", "C", "Si", "C", "C", "As", "Si", "C", "C", "C", "Si", "C", "C", "C", "H", "H", "H", "H", "H", "H", "H", "H", "H", "H", "H", "H", "H", "H", "H", "H", "H", "H", "H", "H", "H", "H", "H", "H", "H", "H", "H"], "positions_angstrom": [[-0.52, -0.29, -0.28], [-2.94, -5.74, 3.64], [-2.49, -4.56, 3.28], [-2.30, -3.56, 4.22], [-2.57, -3.79, 5.49], [-1.83, -2.33, 3.82], [-1.67, -1.40, 4.76], [-1.54, -2.03, 2.49], [-0.89, -0.39, 2.06], [-2.17, 0.81, 2.50], [-3.39, 0.43, 3.07], [-4.36, 1.39, 3.33], [-4.11, 2.73, 3.04], [-2.91, 3.11, 2.47], [-1.95, 2.15, 2.19], [0.49, -0.19, 3.22], [0.76, 1.04, 3.82], [1.79, 1.14, 4.75], [2.55, 0.02, 5.08], [2.28, -1.20, 4.47], [1.26, -1.31, 3.55], [-1.72, -3.06, 1.57], [-1.31, -2.89, -0.28], [-2.19, -4.30, 1.95], [-2.36, -5.27, 1.06], [-3.61, -0.60, 3.29], [-5.30, 1.09, 3.77], [-4.87, 3.47, 3.26], [-2.72, 4.14, 2.24], [-1.02, 2.45, 1.71], [0.16, 1.91, 3.61], [1.99, 2.09, 5.22], [3.34, 0.10, 5.81], [2.86, -2.07, 4.74], [1.05, -2.27, 3.10], [-4.33, -0.50, -2.62], [-3.64, 0.40, -1.70], [-3.88, 0.15, -0.29], [-2.75, 1.32, -2.12], [-1.35, 1.77, -1.19], [-2.97, 1.93, -3.29], [-4.33, 2.15, -3.79], [-1.94, 2.68, -4.00], [-4.24, -1.51, -2.22], [-3.87, -0.47, -3.60], [-5.39, -0.26, -2.70], [-4.95, 0.03, -0.13], [-3.53, 0.99, 0.31], [-3.38, -0.76, 0.05], [-5.06, 1.99, -3.00], [-4.56, 1.51, -4.64], [-4.40, 3.19, -4.11], [-0.97, 2.22, -3.84], [-1.90, 3.71, -3.66], [-2.18, 2.66, -5.06], [3.82, 0.63, 1.62], [3.23, 1.48, 0.09], [2.06, 2.88, 0.47], [4.64, 1.94, -1.03], [1.89, -0.12, -1.10], [2.93, -2.28, -0.99], [4.74, -2.01, -1.31], [2.61, -2.95, 0.71], [2.14, -3.33, -2.31], [1.76, 0.52, -3.40], [0.27, -0.36, -4.10], [3.32, -0.06, -4.23], [1.63, 2.38, -3.47], [4.38, 1.34, 2.25], [4.48, -0.20, 1.40], [2.98, 0.26, 2.22], [2.56, 3.64, 1.07], [1.21, 2.51, 1.04], [1.68, 3.36, -0.43], [5.31, 2.63, -0.50], [4.33, 2.44, -1.95], [5.23, 1.06, -1.30], [5.19, -1.39, -0.53], [4.93, -1.54, -2.27], [5.26, -2.97, -1.30], [3.00, -2.28, 1.48], [3.09, -3.92, 0.83], [1.54, -3.09, 0.88], [2.32, -2.95, -3.31], [1.06, -3.43, -2.16], [2.56, -4.34, -2.27], [0.41, -1.45, -4.05], [0.12, -0.09, -5.15], [-0.65, -0.12, -3.55], [3.42, -1.14, -4.23], [4.21, 0.37, -3.77], [3.31, 0.27, -5.28], [0.87, 2.78, -2.80], [1.39, 2.69, -4.49], [2.59, 2.84, -3.21]]}

***

Entry 2:
{"formula": "C32H49BCl2F7LiN3NaO18", "method": "ωB97M-V/def2-TZVPD", "multiplicity": 1, "max_force_ev_per_a": 1.036, "lumo_energy_ev": 0.672, "total_charge": -2, "e_tot_ha": -4581.2637, "elements": ["C", "C", "Cl", "C", "Cl", "C", "O", "B", "O", "C", "C", "O", "C", "F", "F", "C", "F", "F", "C", "F", "F", "C", "O", "O", "H", "H", "H", "H", "H", "H", "H", "H", "Li", "Na", "O", "C", "O", "C", "C", "C", "H", "H", "H", "H", "H", "H", "H", "H", "C", "O", "H", "H", "H", "H", "N", "O", "O", "O", "C", "C", "C", "C", "C", "C", "H", "H", "H", "H", "H", "H", "H", "H", "H", "H", "H", "H", "H", "H", "C", "O", "O", "O", "N", "C", "C", "C", "C", "H", "H", "H", "H", "H", "C", "O", "N", "C", "C", "H", "H", "H", "H", "H", "H", "H", "C", "C", "O", "C", "O", "O", "F", "H", "H", "H"], "positions_angstrom": [[6.10, -1.77, -3.79], [6.03, -0.27, -3.95], [7.57, 0.50, -4.23], [4.89, 0.43, -3.94], [4.92, 2.13, -4.21], [3.59, -0.38, -3.81], [3.27, -0.97, -5.03], [2.43, 0.10, -5.80], [2.11, 1.13, -4.71], [2.29, 0.39, -3.55], [2.19, 1.19, -2.27], [2.92, 2.01, -1.84], [0.90, 0.89, -1.42], [-0.20, 1.20, -2.13], [0.93, 1.69, -0.32], [0.73, -0.54, -0.82], [-0.29, -0.41, 0.14], [1.84, -0.85, -0.13], [0.31, -1.73, -1.74], [-0.59, -1.30, -2.63], [-0.36, -2.66, -0.94], [1.45, -2.57, -2.39], [2.37, -2.91, -1.74], [1.20, -2.88, -3.67], [5.50, -2.25, -4.58], [7.13, -2.11, -3.85], [5.68, -2.08, -2.83], [3.78, -1.10, -2.99], [1.39, -0.46, -6.16], [3.07, 0.61, -6.70], [1.46, -0.35, -3.54], [0.88, -3.79, -3.76], [0.23, 0.06, 2.38], [-0.43, -2.78, 1.36], [2.21, -1.67, 3.43], [3.15, -2.39, 3.69], [2.96, -3.31, 4.62], [3.89, -4.38, 4.90], [4.96, -3.93, 5.88], [4.50, -2.20, 3.06], [4.31, -4.77, 3.98], [3.28, -5.17, 5.33], [5.58, -3.13, 5.48], [5.60, -4.78, 6.13], [4.50, -3.56, 6.80], [5.02, -1.45, 3.66], [4.37, -1.80, 2.06], [5.09, -3.11, 3.00], [6.66, 1.55, 3.48], [5.40, 0.90, 3.62], [7.40, 0.91, 3.95], [6.92, 1.70, 2.43], [6.66, 2.51, 4.01], [4.73, 1.48, 3.25], [2.04, -7.06, 4.21], [2.96, -7.13, 3.37], [2.21, -7.51, 5.36], [0.95, -6.53, 3.89], [1.44, 5.54, -0.44], [1.58, 5.74, -1.94], [2.97, 5.39, -2.47], [4.11, 6.23, -1.89], [3.96, 7.74, -2.10], [3.94, 8.15, -3.57], [2.12, 6.18, 0.12], [0.42, 5.76, -0.10], [1.67, 4.50, -0.17], [1.32, 6.77, -2.20], [0.85, 5.10, -2.46], [2.97, 5.47, -3.56], [3.18, 4.34, -2.26], [5.05, 5.90, -2.35], [4.21, 6.03, -0.82], [4.80, 8.24, -1.61], [3.06, 8.10, -1.61], [4.85, 7.83, -4.08], [3.86, 9.24, -3.68], [3.09, 7.71, -4.10], [5.88, 2.78, 6.74], [4.80, 3.23, 6.28], [7.02, 3.10, 6.27], [5.91, 1.96, 7.72], [-4.42, -0.15, 0.17], [-5.22, 0.15, 1.23], [-6.37, -0.57, 1.12], [-6.26, -1.35, -0.07], [-5.04, -1.07, -0.63], [-3.51, 0.24, 0.00], [-4.90, 0.86, 1.98], [-7.20, -0.54, 1.80], [-6.99, -2.04, -0.47], [-4.57, -1.44, -1.52], [-9.70, -0.12, -0.21], [-9.51, 0.30, 0.92], [-10.86, -0.65, -0.64], [-11.03, -1.15, -1.99], [-11.96, -0.74, 0.30], [-8.91, -0.09, -0.99], [-11.83, -0.61, -2.50], [-11.26, -2.21, -1.99], [-10.11, -0.99, -2.55], [-12.23, 0.25, 0.66], [-11.66, -1.34, 1.16], [-12.81, -1.20, -0.19], [-8.74, -3.16, 2.01], [-9.65, -4.08, 1.23], [-8.74, -4.87, 0.51], [-7.56, -4.91, 1.20], [-6.68, -5.66, 0.99], [-7.58, -3.97, 2.17], [-10.45, -3.42, 0.35], [-8.50, -2.27, 1.42], [-9.13, -2.86, 2.98], [-10.28, -4.73, 1.84]]}

***

Entry 3:
{"formula": "C32H49BrCl2N16O4PS", "method": "ωB97M-V/def2-TZVPD", "multiplicity": 1, "max_force_ev_per_a": 10.754, "lumo_energy_ev": -4.266, "total_charge": 1, "e_tot_ha": -6658.7217, "elements": ["C", "C", "Cl", "C", "Cl", "C", "N", "C", "N", "C", "C", "N", "C", "C", "C", "S", "O", "O", "O", "N", "N", "P", "O", "Br", "H", "H", "H", "H", "H", "H", "H", "H", "H", "H", "H", "H", "H", "H", "H", "H", "C", "C", "N", "H", "H", "H", "C", "C", "N", "H", "H", "H", "C", "C", "N", "H", "H", "H", "C", "C", "N", "H", "H", "H", "C", "C", "N", "H", "H", "H", "C", "C", "N", "H", "H", "H", "C", "C", "N", "H", "H", "H", "C", "C", "N", "H", "H", "H", "C", "C", "N", "H", "H", "H", "C", "C", "N", "H", "H", "H", "C", "C", "N", "H", "H", "H"], "positions_angstrom": [[1.92, 7.75, -1.17], [1.27, 6.22, -1.27], [-0.60, 6.14, -1.02], [2.11, 4.99, -1.55], [3.95, 5.20, -1.82], [1.48, 3.47, -1.60], [0.23, 2.95, -0.90], [-0.10, 1.49, -1.14], [-1.17, 0.76, -0.65], [-1.32, -0.71, -1.08], [-2.08, -1.64, 0.07], [-1.43, -1.93, 1.26], [-2.20, 1.39, 0.28], [-3.72, 1.47, -0.39], [-4.16, 3.07, -0.60], [-6.07, 3.09, -0.53], [-6.61, 1.74, -1.06], [-6.62, 4.23, -1.47], [-6.65, 3.38, 1.08], [1.05, 1.12, -2.05], [1.93, 2.20, -2.28], [3.40, 2.00, -3.28], [4.87, 2.10, -2.29], [3.50, -0.16, -4.11], [1.14, 8.49, -1.69], [1.95, 8.00, -0.01], [2.96, 7.86, -1.69], [-2.06, -0.71, -2.01], [-0.32, -1.19, -1.46], [-3.18, -2.01, -0.07], [-0.49, -1.46, 1.15], [-1.93, 2.52, 0.55], [-2.26, 0.84, 1.34], [-4.46, 1.05, 0.44], [-3.83, 0.83, -1.37], [-3.81, 3.46, -1.65], [-3.74, 3.71, 0.30], [-6.18, 2.70, 1.66], [1.11, 0.15, -2.43], [4.81, 1.44, -1.53], [-1.42, -5.12, 2.37], [-1.50, -6.54, 1.84], [-1.57, -7.72, 1.41], [-1.57, -4.41, 1.55], [-2.19, -4.95, 3.12], [-0.43, -4.94, 2.81], [1.42, 9.24, -5.44], [2.67, 9.45, -4.60], [3.70, 9.62, -3.90], [1.02, 10.20, -5.77], [1.66, 8.63, -6.32], [0.65, 8.72, -4.85], [2.29, -7.72, 1.17], [1.90, -6.25, 1.22], [1.57, -5.03, 1.25], [2.97, -7.94, 2.00], [1.40, -8.34, 1.27], [2.79, -7.94, 0.23], [1.80, -9.50, 5.40], [2.81, -9.14, 4.33], [3.65, -8.83, 3.44], [1.01, -10.12, 4.97], [2.29, -10.06, 6.20], [1.36, -8.60, 5.82], [-9.12, -1.65, -0.90], [-7.76, -1.55, -0.23], [-6.63, -1.47, 0.32], [-9.23, -0.86, -1.64], [-9.23, -2.62, -1.39], [-9.91, -1.54, -0.15], [1.27, -5.12, 6.90], [0.47, -6.23, 6.24], [-0.20, -7.15, 5.69], [1.29, -5.27, 7.98], [2.30, -5.14, 6.52], [0.82, -4.15, 6.67], [7.22, 9.21, -1.05], [5.70, 9.16, -0.99], [4.44, 9.12, -0.94], [7.56, 10.25, -1.11], [7.64, 8.75, -0.15], [7.58, 8.67, -1.93], [-3.86, 7.42, -3.09], [-2.85, 7.79, -4.17], [-2.01, 8.09, -5.06], [-4.66, 6.81, -3.52], [-3.37, 6.86, -2.29], [-4.30, 8.33, -2.67], [2.74, -0.56, 1.39], [3.75, -0.20, 0.31], [4.59, 0.11, -0.58], [1.94, -1.18, 0.96], [3.23, -1.12, 2.19], [2.30, 0.35, 1.81], [6.77, -2.17, -2.06], [8.26, -2.36, -2.29], [9.50, -2.52, -2.47], [6.57, -1.14, -1.77], [6.22, -2.39, -2.99], [6.42, -2.85, -1.28], [-3.88, -10.05, 2.36], [-5.40, -10.10, 2.42], [-6.66, -10.14, 2.47], [-3.54, -9.01, 2.30], [-3.46, -10.51, 3.26], [-3.52, -10.59, 1.48]]}

***

Entry 4:
{"formula": "C32H49Cl18F17N", "method": "ωB97M-V/def2-TZVPD", "multiplicity": 1, "max_force_ev_per_a": 1.110, "e_above_lowest_kj_mol": 0.0, "lumo_energy_ev": -2.241, "total_charge": 1, "e_tot_ha": -11284.5001, "elements": ["F", "C", "F", "F", "C", "F", "F", "C", "F", "F", "C", "F", "F", "C", "F", "F", "C", "F", "F", "C", "F", "F", "C", "F", "F", "C", "C", "N", "C", "C", "C", "C", "H", "H", "H", "H", "H", "H", "H", "H", "H", "H", "H", "H", "H", "Cl", "C", "C", "Cl", "H", "H", "H", "H", "Cl", "C", "C", "Cl", "H", "H", "H", "H", "Cl", "C", "C", "Cl", "H", "H", "H", "H", "Cl", "C", "C", "Cl", "H", "H", "H", "H", "Cl", "C", "C", "Cl", "H", "H", "H", "H", "Cl", "C", "C", "Cl", "H", "H", "H", "H", "Cl", "C", "C", "Cl", "H", "H", "H", "H", "Cl", "C", "C", "Cl", "H", "H", "H", "H", "Cl", "C", "C", "Cl", "H", "H", "H", "H"], "positions_angstrom": [[-5.12, -2.46, -0.17], [-4.05, -2.71, -0.92], [-2.92, -2.56, -0.22], [-4.11, -3.99, -1.30], [-4.02, -1.86, -2.22], [-2.95, -2.31, -2.91], [-5.11, -2.11, -2.94], [-3.80, -0.32, -2.09], [-3.77, 0.13, -3.36], [-2.60, -0.09, -1.55], [-4.91, 0.51, -1.34], [-5.10, 1.66, -2.01], [-6.06, -0.17, -1.36], [-4.58, 0.87, 0.15], [-3.86, -0.13, 0.72], [-5.75, 0.95, 0.81], [-3.84, 2.23, 0.34], [-2.91, 2.42, -0.62], [-4.76, 3.20, 0.21], [-3.17, 2.40, 1.74], [-3.13, 3.74, 1.98], [-3.92, 1.83, 2.69], [-1.69, 1.87, 1.81], [-1.49, 0.89, 0.89], [-1.56, 1.27, 3.04], [-0.63, 2.95, 1.71], [0.76, 2.29, 1.74], [1.70, 2.94, 0.79], [2.59, 4.04, 1.26], [3.21, 4.47, -0.08], [3.34, 3.13, -0.87], [2.67, 2.09, 0.04], [-0.80, 3.54, 0.81], [-0.73, 3.59, 2.58], [1.15, 2.42, 2.75], [0.73, 1.22, 1.53], [1.16, 3.39, 0.04], [3.40, 3.59, 1.85], [2.12, 4.79, 1.89], [2.49, 5.13, -0.58], [4.12, 5.04, 0.06], [4.34, 2.85, -1.17], [2.70, 3.24, -1.75], [2.18, 1.25, -0.45], [3.42, 1.75, 0.76], [1.10, 2.51, 5.00], [1.41, 3.72, 6.30], [1.37, 5.11, 5.74], [2.74, 5.41, 4.64], [2.37, 3.48, 6.74], [0.63, 3.58, 7.04], [1.43, 5.84, 6.54], [0.45, 5.28, 5.18], [4.31, 1.01, -3.73], [3.36, -0.42, -4.19], [1.88, -0.15, -4.17], [1.29, 0.08, -2.49], [3.61, -1.23, -3.51], [3.66, -0.70, -5.20], [1.34, -1.00, -4.57], [1.61, 0.74, -4.74], [5.17, -2.28, -0.46], [5.50, -3.94, -1.04], [5.39, -4.04, -2.54], [3.70, -3.82, -3.09], [4.80, -4.61, -0.54], [6.51, -4.19, -0.73], [5.71, -5.02, -2.88], [5.99, -3.28, -3.03], [0.42, -5.65, -1.51], [1.02, -6.94, -2.59], [1.99, -7.86, -1.89], [3.52, -7.02, -1.51], [1.48, -6.46, -3.45], [0.15, -7.51, -2.92], [2.24, -8.69, -2.55], [1.59, -8.25, -0.96], [-4.98, -7.00, 2.39], [-4.21, -5.43, 2.07], [-2.81, -5.57, 1.53], [-1.69, -6.24, 2.74], [-4.22, -4.86, 3.00], [-4.83, -4.91, 1.34], [-2.43, -4.60, 1.23], [-2.79, -6.23, 0.66], [1.08, 7.67, 2.29], [2.16, 8.91, 1.62], [3.32, 8.30, 0.87], [4.43, 7.42, 1.95], [2.50, 9.53, 2.45], [1.57, 9.53, 0.94], [3.89, 9.09, 0.38], [2.97, 7.60, 0.12], [7.55, -2.01, -4.62], [9.07, -2.83, -5.07], [8.96, -4.33, -4.97], [8.80, -4.88, -3.28], [9.86, -2.45, -4.42], [9.29, -2.55, -6.10], [9.86, -4.79, -5.37], [8.10, -4.70, -5.52], [-9.48, -0.45, -4.29], [-8.50, -1.52, -3.25], [-9.10, -2.90, -3.13], [-10.62, -2.88, -2.20], [-8.41, -1.04, -2.28], [-7.52, -1.59, -3.71], [-8.41, -3.55, -2.59], [-9.31, -3.33, -4.10], [-1.85, 2.58, 7.20], [-2.56, 1.13, 6.44], [-4.06, 1.22, 6.35], [-4.84, 1.16, 7.95], [-2.25, 0.27, 7.03], [-2.14, 1.05, 5.44], [-4.44, 0.38, 5.78], [-4.38, 2.14, 5.87]]}